(1)
This record from the Open Molecules 2025 dataset describes a structure of composition C30H45CuNO2P2. The level of theory is the ωB97M-V functional and the def2-TZVPD basis.

ORCA input file:
```
! RIJCOSX wB97M-V def2-TZVPD def2/J DEFGRID3
* xyz 0 2
P 1.62 -3.35 -3.71
P 3.86 -2.77 -1.43
C 3.37 -3.92 -4.02
C 4.13 -4.13 -2.70
H 3.84 -3.16 -4.67
H 3.28 -4.86 -4.59
H 3.84 -5.08 -2.21
H 5.22 -4.15 -2.89
C 5.04 -1.55 -2.15
H 5.18 -0.73 -1.43
H 4.66 -1.16 -3.11
H 6.01 -2.05 -2.32
C 4.81 -3.55 -0.07
H 5.85 -3.72 -0.38
H 4.33 -4.51 0.16
H 4.78 -2.88 0.79
C 1.09 -3.03 -5.43
H 0.06 -2.64 -5.43
H 1.12 -3.96 -6.02
H 1.77 -2.30 -5.88
C 0.86 -5.00 -3.37
H 1.31 -5.46 -2.48
H 1.03 -5.65 -4.24
H -0.23 -4.88 -3.24
Cu -0.46 0.81 1.49
C 1.37 -1.07 0.40
C 1.97 -0.30 -0.54
C 1.87 -0.32 -2.02
C 0.44 -0.02 -2.58
C -0.26 -1.29 -3.04
C -0.40 -2.39 -2.24
C 0.50 -2.83 -1.11
C 0.34 -2.15 0.24
C -2.08 0.08 0.74
H 1.66 -0.87 1.45
H 2.45 0.61 -0.16
H 2.20 -1.29 -2.46
H 2.62 0.40 -2.41
H -0.10 0.62 -1.85
H 0.52 0.64 -3.47
H -0.79 -1.27 -4.01
H -1.34 -2.92 -2.25
H 1.56 -2.64 -1.37
H 0.36 -3.91 -0.97
H -0.68 -1.80 0.38
H 0.43 -2.89 1.08
H -2.80 0.24 1.57
H -2.05 -0.97 0.43
H -2.24 0.73 -0.15
C -3.81 1.14 5.72
C -4.19 1.71 4.37
C -5.49 1.48 3.91
C -5.90 2.01 2.69
C -4.99 2.70 1.89
C -3.69 2.94 2.35
N -2.79 3.59 1.51
C -1.93 4.64 1.81
C -2.22 5.66 2.71
C -1.26 6.65 2.99
C 0.01 6.58 2.40
C 0.33 5.53 1.53
C -0.65 4.58 1.23
C -0.34 3.28 0.51
O -0.80 3.08 -0.62
O 0.38 2.48 1.26
C -3.27 2.44 3.60
C -1.86 2.64 4.05
H -2.96 0.45 5.65
H -3.56 1.91 6.46
H -4.64 0.57 6.15
H -6.18 0.91 4.53
H -6.92 1.88 2.37
H -5.29 3.07 0.91
H -2.82 3.33 0.53
H -3.20 5.67 3.21
H -1.51 7.46 3.67
H 0.77 7.33 2.64
H 1.32 5.43 1.10
H -1.12 2.42 3.25
H -1.70 3.69 4.36
H -1.61 2.00 4.90
*
```

LUMO energy (spin up / spin down) = 0.05 / -2.07 eV
strongest force on any atom = 0.04628 Eh/bohr
⟨S²⟩ = 0.7536
frontier orbital gap (spin up / spin down) = 7.0 / 4.9 eV
E = -3698.3704 hartree
relative energy (zero: lowest compared OMol25 entry of this formula, charge and spin) = 60.2 kcal per mole

***

(2)
This record from the Open Molecules 2025 dataset describes a structure of composition C30H45EuF6N7O6PS2. The level of theory is the ωB97M-V functional and the def2-TZVPD basis.

ORCA input file:
```
! RIJCOSX wB97M-V def2-TZVPD def2/J DEFGRID3
* xyz 1 8
Eu -16.16 11.79 -7.71
N -14.45 11.78 -5.38
C -13.22 12.52 -5.65
C -12.51 12.11 -6.88
N -13.32 12.17 -8.12
H -14.91 12.25 -4.57
H -14.25 10.81 -5.14
H -12.49 12.47 -4.83
H -13.53 13.61 -5.75
H -12.16 11.08 -6.83
H -11.57 12.75 -6.97
H -12.92 11.64 -8.86
H -13.41 13.14 -8.44
N -15.92 12.69 -10.37
C -16.73 12.87 -11.65
C -18.23 12.98 -11.44
C -18.79 11.91 -10.51
N -18.52 12.14 -9.07
H -15.79 13.63 -10.05
H -15.02 12.31 -10.64
H -16.60 11.92 -12.23
H -16.31 13.65 -12.25
H -18.68 12.73 -12.41
H -18.51 14.01 -11.11
H -18.43 10.94 -10.79
H -19.89 11.82 -10.71
H -19.06 11.51 -8.52
H -18.89 13.05 -8.86
C -21.10 10.30 -4.71
N -19.89 10.97 -5.11
C -20.06 12.34 -5.61
C -18.78 10.23 -5.40
O -17.96 10.58 -6.29
N -18.55 9.07 -4.71
C -17.55 8.16 -5.21
C -18.94 8.91 -3.31
H -21.92 10.63 -5.33
H -21.34 10.53 -3.65
H -21.02 9.21 -4.77
H -20.54 12.93 -4.80
H -20.69 12.45 -6.52
H -19.11 12.77 -5.82
H -17.56 8.05 -6.27
H -17.69 7.22 -4.76
H -16.54 8.46 -4.90
H -19.36 9.80 -2.88
H -18.04 8.75 -2.69
H -19.62 8.07 -3.21
F -16.83 16.17 -4.76
C -16.44 15.04 -5.31
F -15.49 14.47 -4.52
F -17.40 14.12 -5.34
S -15.83 15.44 -7.01
O -15.90 14.15 -7.64
O -14.55 16.01 -6.73
N -16.80 16.43 -7.68
S -17.81 15.89 -8.81
O -18.89 15.19 -8.15
O -17.14 15.22 -9.91
C -18.58 17.33 -9.61
F -19.49 17.99 -8.91
F -17.55 18.12 -9.99
F -19.13 16.86 -10.75
O -15.52 9.40 -7.94
P -15.43 8.42 -9.07
C -17.03 7.91 -9.72
C -18.19 8.58 -9.35
C -19.40 8.27 -9.99
C -19.46 7.32 -10.98
C -18.31 6.61 -11.34
C -17.11 6.91 -10.71
C -14.54 9.03 -10.54
C -15.17 9.47 -11.72
C -14.42 9.74 -12.84
C -13.04 9.64 -12.77
C -12.37 9.31 -11.61
C -13.12 9.01 -10.46
C -14.59 6.93 -8.58
C -14.22 5.99 -9.53
C -13.63 4.80 -9.11
C -13.44 4.51 -7.76
C -13.77 5.45 -6.82
C -14.32 6.68 -7.22
H -18.10 9.28 -8.54
H -20.26 8.85 -9.70
H -20.36 7.00 -11.46
H -18.31 5.78 -12.06
H -16.26 6.37 -11.12
H -16.24 9.51 -11.79
H -14.82 10.07 -13.77
H -12.48 9.83 -13.73
H -11.29 9.25 -11.59
H -12.62 8.66 -9.57
H -14.38 6.20 -10.60
H -13.28 4.11 -9.85
H -13.04 3.57 -7.43
H -13.59 5.28 -5.74
H -14.70 7.36 -6.46
*
```

LUMO energy (spin up / spin down) = -2.03 / -2.03 eV
strongest force on any atom = 0.04443 Eh/bohr
⟨S²⟩ = 15.7589
frontier orbital gap (spin up / spin down) = 7.3 / 9.7 eV
E = -4452.1187 hartree
relative energy (zero: lowest compared OMol25 entry of this formula, charge and spin) = 22.7 kcal per mole

***

(3)
This record from the Open Molecules 2025 dataset describes a structure of composition C30H45F5P2SSn. The level of theory is the ωB97M-V functional and the def2-TZVPD basis.

ORCA input file:
```
! RIJCOSX wB97M-V def2-TZVPD def2/J DEFGRID3
* xyz 2 1
Sn 0.07 0.16 -1.43
C -2.16 1.80 0.26
C -2.62 0.90 -0.76
C -2.36 -0.29 1.19
C -2.07 1.07 1.47
C -2.73 -0.40 -0.18
C -1.91 3.24 0.08
H -1.49 3.49 -0.91
H -1.21 3.63 0.83
H -2.86 3.78 0.20
C -1.83 1.61 2.83
H -1.59 2.68 2.81
H -0.97 1.10 3.29
H -2.70 1.44 3.47
C -2.40 -1.40 2.17
H -3.43 -1.58 2.53
H -1.76 -1.19 3.03
H -2.02 -2.33 1.72
C -3.23 -1.61 -0.87
H -4.34 -1.62 -0.83
H -2.86 -2.53 -0.39
H -2.92 -1.65 -1.92
C -2.98 1.28 -2.15
H -3.96 1.78 -2.15
H -3.01 0.41 -2.83
H -2.26 1.98 -2.61
C 1.62 0.61 -3.20
C 0.51 1.47 -3.35
C -0.12 1.73 -4.70
C -1.00 0.60 -5.27
C -1.06 -0.63 -4.39
C 0.00 -1.46 -4.25
C 1.29 -1.24 -5.00
C 2.19 -0.13 -4.40
H 0.64 2.00 -5.45
H -0.66 0.36 -6.29
H -0.75 2.62 -4.59
H 2.48 0.56 -5.21
H 2.33 0.66 -2.37
H 0.22 2.23 -2.60
H 3.12 -0.61 -4.07
H 1.86 -2.19 -5.00
H -0.11 -2.48 -3.86
H 1.12 -1.01 -6.06
H -2.03 0.98 -5.39
H -2.07 -0.95 -4.14
P 1.82 2.09 0.68
C 1.47 2.95 2.27
H 2.34 3.59 2.51
H 1.33 2.19 3.05
H 0.55 3.54 2.18
C 3.53 1.49 0.94
H 4.14 2.32 1.33
H 3.92 1.13 -0.02
H 3.51 0.65 1.65
C 2.06 3.54 -0.45
H 2.45 3.18 -1.42
H 2.74 4.25 0.04
H 1.07 4.00 -0.63
P 1.10 -2.47 -0.07
C -0.11 -3.63 -0.83
H 0.43 -4.49 -1.26
H -0.64 -3.08 -1.62
H -0.84 -3.94 -0.07
C 2.60 -2.67 -1.10
H 2.33 -2.66 -2.16
H 3.13 -3.59 -0.81
H 3.26 -1.81 -0.91
C 1.57 -3.37 1.49
H 1.86 -4.41 1.24
H 0.71 -3.35 2.19
H 2.39 -2.83 2.00
F -0.53 -1.33 8.51
C -0.13 -1.15 7.23
C 0.53 0.02 6.85
F 0.78 0.98 7.77
C 0.92 0.19 5.53
F 1.56 1.34 5.21
C 0.69 -0.77 4.52
S 1.14 -0.50 2.91
C 0.02 -1.94 4.97
F -0.25 -2.94 4.08
C -0.39 -2.13 6.28
F -1.05 -3.26 6.63
*
```

LUMO energy (spin up / spin down) = -7.63 / -7.61 eV
strongest force on any atom = 0.08332 Eh/bohr
frontier orbital gap (spin up / spin down) = 5.1 / 5.1 eV
E = -2963.9021 hartree

***

(4)
This record from the Open Molecules 2025 dataset describes a structure of composition C30H45F5P2Tb. The level of theory is the ωB97M-V functional and the def2-TZVPD basis.

ORCA input file:
```
! RIJCOSX wB97M-V def2-TZVPD def2/J DEFGRID3
* xyz 1 7
Tb 2.24 -0.20 0.64
C 0.03 -0.01 2.58
C 1.30 0.61 2.81
C -0.01 2.05 1.55
C -0.80 0.91 1.86
C 1.29 1.88 2.11
C -0.42 -1.26 3.24
H 0.36 -2.04 3.22
H -1.31 -1.67 2.74
H -0.67 -1.09 4.30
C -2.24 0.81 1.70
H -2.59 -0.23 1.72
H -2.84 1.34 0.56
H -2.78 1.39 2.46
C -0.50 3.30 0.93
H -0.76 4.05 1.69
H -1.41 3.12 0.35
H 0.26 3.74 0.26
C 2.39 2.88 2.15
H 2.52 3.27 3.18
H 2.16 3.73 1.50
H 3.36 2.48 1.84
C 2.42 0.05 3.62
H 2.22 0.21 4.69
H 3.38 0.54 3.40
H 2.55 -1.04 3.48
C 1.92 -2.00 -0.66
C 2.21 -2.35 0.66
C 3.63 -2.57 1.16
C 4.70 -1.42 1.17
C 4.39 -0.05 0.59
C 3.99 0.12 -0.73
C 4.11 -1.03 -1.75
C 2.97 -2.08 -1.77
H 4.05 -3.40 0.57
H 5.57 -1.80 0.61
H 3.54 -2.94 2.20
H 3.44 -3.08 -1.76
H 0.88 -1.98 -1.02
H 1.39 -2.49 1.41
H 2.46 -2.02 -2.75
H 4.19 -0.59 -2.75
H 3.90 1.12 -1.19
H 5.07 -1.55 -1.59
H 5.03 -1.27 2.21
H 4.53 0.83 1.27
P -2.01 -2.80 0.03
C -3.71 -2.94 0.72
H -4.26 -3.72 0.17
H -4.23 -1.99 0.61
H -3.65 -3.20 1.79
C -2.40 -3.05 -1.75
H -3.42 -3.46 -1.86
H -1.67 -3.72 -2.21
H -2.36 -2.08 -2.26
C -1.45 -4.51 0.42
H -0.53 -4.72 -0.15
H -2.22 -5.25 0.15
H -1.23 -4.58 1.49
P 0.69 1.50 -2.57
C 1.42 3.16 -2.57
H 1.56 3.44 -3.62
H 2.39 3.11 -2.04
H 0.75 3.85 -2.03
C 1.21 0.59 -4.04
H 2.25 0.23 -3.89
H 1.13 1.30 -4.87
H 0.54 -0.28 -4.17
C -1.11 1.63 -2.48
H -1.49 1.65 -3.51
H -1.38 2.53 -1.91
H -1.48 0.73 -1.94
F -3.52 3.97 0.58
C -4.17 3.03 -0.17
C -3.73 1.71 -0.17
C -4.41 0.85 -1.00
F -3.95 -0.43 -1.18
C -5.55 1.21 -1.73
F -6.21 0.30 -2.47
C -5.98 2.54 -1.69
F -7.07 2.92 -2.38
C -5.27 3.45 -0.91
F -5.65 4.75 -0.88
*
```

LUMO energy (spin up / spin down) = -4.22 / -4.34 eV
strongest force on any atom = 0.17914 Eh/bohr
⟨S²⟩ = 13.0650
frontier orbital gap (spin up / spin down) = 5.5 / 5.9 eV
E = -3175.9770 hartree